# 1
Entry from the Open Molecules 2025 dataset: a structure of composition C53H42NO2P2RhS2 (ωB97M-V with the def2-TZVPD basis set).

Last column: Mulliken charge in e.
Atoms and positions in Å:
1 Rh 0.60 1.01 1.01  0.324
2 O -2.49 0.66 2.16  -0.892
3 S -1.60 -0.21 1.36  2.202
4 C -2.43 -0.72 -0.12  0.276
5 C -2.96 -1.99 -0.21  0.058
6 C -3.74 -2.42 -1.31  -1.292
7 C -4.03 -1.51 -2.28  0.278
8 C -4.88 -1.63 -3.52  -0.775
9 C -4.84 -0.22 -4.16  -0.805
10 C -3.96 0.60 -3.25  0.225
11 C -3.59 1.91 -3.31  -1.072
12 C -2.73 2.39 -2.31  0.096
13 C -2.23 1.60 -1.28  0.112
14 P -0.99 2.39 -0.25  0.150
15 C 0.37 2.93 -1.33  1.510
16 C 1.42 3.64 -0.71  -0.768
17 C 2.49 4.10 -1.46  -0.963
18 C 2.52 3.87 -2.83  -0.885
19 C 1.49 3.17 -3.44  -0.457
20 C 0.43 2.69 -2.70  -0.973
21 C -1.74 3.90 0.40  0.857
22 C -2.74 3.77 1.37  -0.520
23 C -3.36 4.91 1.86  -0.729
24 C -2.98 6.16 1.41  -0.638
25 C -1.99 6.29 0.44  -0.823
26 C -1.37 5.16 -0.06  -0.296
27 C -2.67 0.25 -1.16  -1.447
28 C -3.51 -0.20 -2.19  1.036
29 C -1.36 -1.73 2.23  -0.397
30 C -2.20 -1.96 3.29  -0.534
31 C -2.23 -3.20 3.97  -1.350
32 C -1.46 -4.21 3.48  0.392
33 C -1.33 -5.65 3.89  -0.767
34 C -0.31 -6.27 2.90  -0.900
35 C 0.08 -5.14 1.99  0.160
36 C 0.92 -5.09 0.91  -1.334
37 C 1.14 -3.84 0.30  0.437
38 C 0.50 -2.67 0.69  0.021
39 P 1.23 -1.15 0.01  1.709
40 C 0.91 -1.19 -1.77  1.287
41 C 1.58 -0.33 -2.63  -0.573
42 C 1.33 -0.36 -3.99  -1.080
43 C 0.36 -1.21 -4.50  -0.988
44 C -0.35 -2.03 -3.65  -0.757
45 C -0.08 -2.03 -2.29  -1.026
46 C 3.00 -1.48 0.26  0.949
47 C 3.94 -1.55 -0.75  -0.758
48 C 5.28 -1.78 -0.45  -0.696
49 C 5.68 -1.95 0.87  -0.773
50 C 4.73 -1.90 1.89  -0.689
51 C 3.41 -1.67 1.58  -0.742
52 C -0.46 -2.73 1.74  -1.770
53 C -0.60 -3.97 2.38  1.219
54 H -2.80 -2.69 0.59  0.549
55 H -4.11 -3.43 -1.33  0.545
56 H -5.89 -1.92 -3.26  0.322
57 H -4.49 -2.40 -4.19  0.271
58 H -5.84 0.22 -4.23  0.326
59 H -4.43 -0.24 -5.18  0.314
60 H -3.94 2.58 -4.08  0.513
61 H -2.41 3.43 -2.36  0.617
62 H 1.37 3.85 0.35  0.532
63 H 3.27 4.66 -0.99  0.541
64 H 3.34 4.26 -3.43  0.431
65 H 1.51 3.00 -4.51  0.525
66 H -0.36 2.13 -3.18  0.371
67 H -3.04 2.79 1.72  0.498
68 H -4.13 4.81 2.61  0.480
69 H -3.47 7.04 1.80  0.428
70 H -1.71 7.26 0.08  0.454
71 H -0.60 5.27 -0.81  0.413
72 H -2.87 -1.16 3.59  0.716
73 H -2.90 -3.34 4.81  0.471
74 H -2.30 -6.15 3.84  0.328
75 H -0.99 -5.73 4.92  0.330
76 H -0.75 -7.09 2.33  0.319
77 H 0.56 -6.67 3.41  0.319
78 H 1.45 -5.96 0.55  0.506
79 H 1.87 -3.80 -0.49  0.648
80 H 2.31 0.38 -2.25  0.567
81 H 1.89 0.28 -4.66  0.478
82 H 0.17 -1.24 -5.57  0.459
83 H -1.11 -2.70 -4.04  0.534
84 H -0.62 -2.70 -1.64  0.426
85 H 3.65 -1.46 -1.79  0.500
86 H 6.00 -1.85 -1.25  0.501
87 H 6.72 -2.14 1.10  0.448
88 H 5.03 -2.06 2.91  0.525
89 H 2.67 -1.66 2.38  0.458
90 S 1.06 0.67 3.47  -0.070
91 C 2.64 1.15 3.01  0.558
92 C 3.72 1.21 3.89  -0.735
93 C 4.97 1.52 3.37  -0.399
94 C 5.10 1.76 2.02  -1.010
95 C 3.96 1.71 1.21  -0.425
96 N 2.77 1.42 1.69  0.415
97 H 3.57 0.99 4.94  0.539
98 H 5.84 1.56 4.02  0.474
99 H 6.05 2.00 1.58  0.500
100 H 4.02 1.90 0.14  0.584
101 O 0.46 3.53 2.48  -0.404
102 H 1.04 4.00 3.09  0.252
103 H -0.43 3.60 2.86  0.224

Properties
Lowest unoccupied orbital energy (alpha / beta) (hartree): -0.170 / -0.292
Kohn-Sham gap (alpha / beta) (eV): 7.400 / 4.895
Total charge: +2
2S+1: 5
Relative energy (zero: lowest compared OMol25 entry of this formula, charge and spin) (kJ/mol): 0.0
Total energy (hartree): -3839.2663
Largest force on an atom (eV/A): 0.47
<S²>: 6.035

=====

# 2
Entry from the Open Molecules 2025 dataset: a structure of composition C53H44AsCl3KN6OPS (ωB97M-V with the def2-TZVPD basis set).

Last column: Mulliken charge in e.
Atoms and positions in Å:
1 K 0.00 -1.36 1.62  0.867
2 C 1.48 -4.06 -5.21  -1.802
3 C 1.46 -3.95 -3.70  0.649
4 C 2.63 -4.02 -2.95  -1.018
5 C 2.63 -3.85 -1.58  0.158
6 C 1.45 -3.58 -0.84  -0.632
7 N 1.46 -3.28 0.49  0.687
8 C 2.24 -3.98 1.36  -0.359
9 C 2.57 -5.35 1.22  -0.327
10 C 3.23 -6.06 2.21  -1.012
11 C 3.62 -5.47 3.41  0.743
12 C 4.28 -6.25 4.52  -1.501
13 C 3.36 -4.11 3.55  -0.133
14 C 2.71 -3.38 2.56  -0.265
15 N 2.55 -1.98 2.79  0.786
16 C 3.05 -0.98 2.02  -0.325
17 C 2.65 0.21 2.60  -0.304
18 C 1.91 -0.18 3.73  -0.811
19 N 1.84 -1.50 3.84  -0.914
20 C 0.27 -3.55 -1.62  -0.412
21 C 0.29 -3.72 -3.00  -0.012
22 N -1.02 -3.43 -1.01  0.505
23 C -1.98 -4.38 -0.99  -0.314
24 C -3.09 -3.85 -0.38  -1.351
25 C -2.69 -2.54 -0.04  -0.474
26 N -1.45 -2.29 -0.44  0.605
27 H 2.20 -4.80 -5.55  0.480
28 H 1.75 -3.11 -5.68  0.267
29 H 0.50 -4.34 -5.59  0.349
30 H 3.58 -4.19 -3.45  0.330
31 H 3.57 -3.88 -1.03  0.528
32 H 2.25 -5.86 0.32  0.382
33 H 3.42 -7.12 2.05  0.303
34 H 4.80 -7.13 4.13  0.368
35 H 3.55 -6.60 5.26  0.258
36 H 5.02 -5.64 5.05  0.345
37 H 3.67 -3.58 4.44  0.387
38 H 3.60 -1.19 1.12  0.451
39 H 2.88 1.20 2.23  0.468
40 H 1.40 0.43 4.45  0.507
41 H -0.66 -3.66 -3.53  0.286
42 H -1.78 -5.36 -1.40  0.452
43 H -4.02 -4.34 -0.14  0.441
44 H -3.24 -1.79 0.51  0.491
45 Cl -6.24 -0.45 6.40  -0.301
46 C -4.90 -0.97 5.38  0.403
47 C -3.95 -0.06 4.96  -0.773
48 C -2.91 -0.49 4.16  0.687
49 Cl -1.71 0.67 3.64  -0.139
50 C -2.74 -1.84 3.69  -1.114
51 O -1.80 -2.19 2.94  -0.201
52 C -3.77 -2.71 4.18  0.697
53 Cl -3.70 -4.38 3.68  -0.242
54 C -4.82 -2.30 4.99  -0.738
55 H -4.00 0.98 5.26  0.399
56 H -5.56 -3.01 5.30  0.404
57 C -0.35 2.84 -0.87  -0.104
58 C -1.15 3.91 -1.61  -1.470
59 As -0.25 5.61 -2.02  0.262
60 C 1.34 4.94 -2.94  0.194
61 C 1.38 5.14 -4.32  -0.663
62 C 2.43 4.63 -5.08  -0.481
63 C 3.44 3.90 -4.46  -0.586
64 C 3.40 3.70 -3.09  -0.705
65 C 2.36 4.22 -2.33  -0.057
66 C 0.46 6.02 -0.25  0.082
67 C 1.71 6.62 -0.08  -0.327
68 C 2.17 6.97 1.18  -0.512
69 C 1.38 6.74 2.30  -0.516
70 C 0.13 6.16 2.15  -0.541
71 C -0.33 5.82 0.88  -0.216
72 P -1.18 1.21 -0.56  1.082
73 C -1.56 0.71 -2.29  0.371
74 C -0.63 -0.13 -2.90  -0.723
75 C -0.76 -0.51 -4.23  -0.703
76 C -1.85 -0.07 -4.97  -0.639
77 C -2.80 0.75 -4.38  -0.690
78 C -2.65 1.15 -3.05  -0.124
79 C -2.81 1.69 0.12  0.246
80 C -3.96 0.92 -0.10  -0.854
81 C -5.13 1.17 0.60  -0.846
82 C -5.20 2.19 1.53  -0.688
83 C -4.07 2.96 1.77  -0.608
84 C -2.89 2.71 1.08  -0.638
85 H 0.01 3.19 0.10  0.499
86 H 0.55 2.55 -1.41  -0.003
87 H -2.06 4.18 -1.07  0.328
88 H -1.48 3.54 -2.58  0.652
89 H 0.59 5.70 -4.81  0.301
90 H 2.44 4.78 -6.15  0.381
91 H 4.25 3.48 -5.05  0.376
92 H 4.16 3.11 -2.59  0.429
93 H 2.36 4.02 -1.27  0.670
94 H 2.35 6.79 -0.94  0.375
95 H 3.16 7.40 1.30  0.360
96 H 1.75 6.99 3.29  0.364
97 H -0.50 5.97 3.01  0.408
98 H -1.31 5.36 0.78  0.467
99 H 0.21 -0.50 -2.32  0.052
100 H -0.02 -1.16 -4.67  0.597
101 H -1.96 -0.38 -6.00  0.359
102 H -3.65 1.10 -4.95  0.400
103 H -3.39 1.80 -2.61  0.439
104 H -3.92 0.11 -0.81  0.675
105 H -6.00 0.54 0.41  0.402
106 H -6.11 2.37 2.09  0.373
107 H -4.09 3.74 2.52  0.418
108 H -2.01 3.29 1.31  0.669
109 S 2.65 0.48 -1.26  -0.123
110 C 3.50 1.68 -0.46  0.243
111 N 4.10 2.52 0.09  -0.866

Properties
Lowest unoccupied orbital energy (hartree): 0.141
Kohn-Sham gap (eV): 5.813
Total charge: -2
2S+1: 1
Relative energy (zero: lowest compared OMol25 entry of this formula, charge and spin) (kJ/mol): 0.0
Total energy (hartree): -7405.8167
Largest force on an atom (eV/A): 0.96

=====

# 3
Entry from the Open Molecules 2025 dataset: a structure of composition C53H45CsN4S5Sb2 (ωB97M-V with the def2-TZVPD basis set).

Last column: Mulliken charge in e.
Atoms and positions in Å:
1 Cs -2.02 1.88 0.26  0.963
2 C 4.78 2.16 -1.98  -0.721
3 C 5.35 2.95 -0.99  -0.477
4 C 4.55 3.54 -0.02  -0.409
5 C 3.18 3.30 -0.02  -0.168
6 C 2.61 2.51 -1.02  -0.301
7 C 3.41 1.95 -2.00  0.163
8 N 2.41 3.95 0.99  -0.421
9 N 1.38 3.35 1.30  0.383
10 C 0.53 4.02 2.24  -0.115
11 C 0.59 5.39 2.48  -0.326
12 C -0.34 5.93 3.36  -0.550
13 C -1.28 5.10 3.94  -0.391
14 C -1.26 3.75 3.62  -0.402
15 N -0.37 3.22 2.79  0.162
16 H 5.40 1.74 -2.76  0.429
17 H 6.42 3.12 -0.97  0.362
18 H 4.96 4.17 0.76  0.424
19 H 1.53 2.38 -1.04  0.606
20 H 2.95 1.38 -2.79  0.269
21 H 1.33 5.99 1.97  0.467
22 H -0.33 6.99 3.56  0.351
23 H -2.04 5.49 4.60  0.416
24 H -2.00 3.07 4.03  0.285
25 C 0.71 -2.22 -1.55  -1.824
26 C 1.70 -1.35 -0.77  0.868
27 C 1.67 -1.59 0.74  -1.038
28 Sb 2.94 -0.30 1.93  1.005
29 C 2.21 -1.09 3.80  -0.151
30 C 2.06 -2.46 4.01  0.154
31 C 1.54 -2.93 5.21  -0.769
32 C 1.16 -2.05 6.21  -0.385
33 C 1.29 -0.68 6.00  -0.556
34 C 1.82 -0.21 4.80  -0.512
35 C 4.66 -1.62 1.82  0.128
36 C 5.29 -2.14 2.95  -0.265
37 C 6.39 -2.98 2.82  -0.581
38 C 6.88 -3.31 1.56  -0.354
39 C 6.27 -2.78 0.43  -0.640
40 C 5.18 -1.94 0.57  -0.357
41 Sb -1.39 -1.72 -1.24  0.649
42 C -1.69 -3.09 0.40  0.286
43 C -2.30 -2.62 1.57  -0.528
44 C -2.51 -3.47 2.65  -0.468
45 C -2.11 -4.79 2.58  -0.389
46 C -1.50 -5.27 1.42  -0.646
47 C -1.30 -4.42 0.34  -0.298
48 C -2.13 -3.15 -2.67  0.075
49 C -3.46 -3.55 -2.57  -0.540
50 C -4.01 -4.45 -3.48  -0.542
51 C -3.23 -4.95 -4.51  -0.413
52 C -1.91 -4.56 -4.63  -0.593
53 C -1.36 -3.66 -3.72  -0.122
54 H 0.85 -3.27 -1.30  0.719
55 H 0.88 -2.09 -2.62  0.432
56 H 1.53 -0.29 -1.00  -0.329
57 H 2.71 -1.58 -1.13  -0.090
58 H 1.99 -2.62 0.95  0.313
59 H 0.67 -1.47 1.16  0.388
60 H 2.34 -3.17 3.24  0.369
61 H 1.43 -4.00 5.36  0.371
62 H 0.74 -2.41 7.14  0.369
63 H 0.97 0.02 6.76  0.392
64 H 1.90 0.86 4.64  0.297
65 H 4.92 -1.90 3.94  0.429
66 H 6.86 -3.39 3.71  0.364
67 H 7.73 -3.97 1.47  0.353
68 H 6.66 -3.02 -0.55  0.382
69 H 4.73 -1.52 -0.33  0.217
70 H -2.65 -1.59 1.65  0.182
71 H -2.99 -3.07 3.54  0.508
72 H -2.27 -5.45 3.42  0.362
73 H -1.19 -6.31 1.36  0.387
74 H -0.85 -4.82 -0.56  0.317
75 H -4.08 -3.17 -1.77  0.369
76 H -5.04 -4.75 -3.38  0.374
77 H -3.66 -5.65 -5.23  0.346
78 H -1.30 -4.94 -5.44  0.370
79 H -0.33 -3.36 -3.84  0.271
80 S -8.95 2.11 4.59  -0.413
81 C -7.43 2.19 3.88  0.077
82 S -6.31 0.90 3.83  -0.145
83 C -4.97 1.68 3.02  -0.250
84 C -5.19 2.98 2.67  -0.032
85 S -4.12 4.09 1.89  -0.447
86 S -6.79 3.58 3.13  -0.170
87 S -3.53 0.74 2.78  -0.357
88 C 1.56 1.27 -5.86  -0.870
89 C 0.58 2.26 -6.01  -0.652
90 C -0.44 2.43 -5.10  -0.343
91 C -0.55 1.61 -3.93  -0.824
92 C 0.47 0.62 -3.80  0.341
93 C 1.48 0.46 -4.73  0.139
94 N -1.47 1.73 -2.96  0.272
95 C -2.67 2.36 -3.21  0.442
96 C -3.45 2.13 -4.37  -0.200
97 C -4.71 2.69 -4.52  -0.527
98 C -5.26 3.51 -3.54  -0.537
99 C -4.51 3.76 -2.39  -1.036
100 C -3.25 3.21 -2.24  -0.906
101 H 2.35 1.15 -6.58  0.349
102 H 0.63 2.91 -6.88  0.331
103 H -1.17 3.21 -5.25  0.424
104 H 0.43 0.00 -2.91  0.215
105 H 2.23 -0.32 -4.57  0.388
106 H -3.05 1.47 -5.13  0.457
107 H -5.28 2.47 -5.42  0.330
108 H -6.25 3.93 -3.65  0.367
109 H -4.91 4.39 -1.60  0.392
110 H -2.67 3.44 -1.36  0.532

Properties
Lowest unoccupied orbital energy (hartree): 0.116
Kohn-Sham gap (eV): 4.214
Total charge: -2
2S+1: 1
Relative energy (zero: lowest compared OMol25 entry of this formula, charge and spin) (kJ/mol): 75.9
Total energy (hartree): -4757.2428
Largest force on an atom (eV/A): 0.98

=====

# 4
Entry from the Open Molecules 2025 dataset: a cluster of 7 separate species, C53H45F15NO8PS4 in total in a non-equilibrium geometry (ωB97M-V with the def2-TZVPD basis set).

Last column: Mulliken charge in e.
Atoms and positions in Å:
1 C 4.04 -1.65 -1.53  -0.942
2 C 4.73 -1.90 -0.05  0.496
3 C 3.74 -2.60 1.05  -0.563
4 O 2.69 -3.46 0.48  -0.361
5 C 1.36 -2.77 0.61  0.368
6 O 1.04 -1.91 -0.35  -0.491
7 C 0.44 -3.08 1.93  -0.293
8 S -1.24 -3.82 1.57  -0.091
9 C -2.12 -2.95 0.16  -0.249
10 C -2.76 -1.58 0.24  0.271
11 S -2.72 -0.59 1.88  1.231
12 O -1.25 -0.17 2.07  -0.568
13 O -3.07 -1.52 3.10  -0.602
14 C -3.96 0.82 1.93  0.403
15 F -5.23 0.28 1.31  -0.179
16 F -4.29 1.05 3.37  -0.227
17 C -3.53 2.17 1.10  0.638
18 F -4.58 2.36 0.04  -0.292
19 F -2.24 2.08 0.38  -0.208
20 C -3.58 3.56 2.01  0.227
21 F -4.93 3.81 2.60  -0.248
22 F -3.38 4.67 1.01  -0.279
23 C -2.36 3.70 3.09  0.835
24 F -2.95 4.25 4.36  -0.259
25 F -1.32 4.71 2.66  -0.240
26 F -1.70 2.43 3.47  -0.188
27 C -3.46 -1.04 -1.14  0.653
28 O -3.39 0.19 -1.64  -0.574
29 C -4.31 -2.18 -2.02  -0.136
30 S -5.91 -1.67 -2.84  -0.085
31 C -3.68 -3.55 -2.09  0.284
32 P -4.63 -4.91 -3.04  -0.027
33 N -4.48 -4.81 -4.67  -0.440
34 C -2.24 -3.78 -1.29  0.045
35 O -1.27 -4.57 -1.78  -0.548
36 O 5.15 -0.56 0.48  -0.381
37 C 6.06 0.10 -0.48  0.394
38 O 7.30 -0.42 -0.58  -0.519
39 C 5.54 1.42 -1.34  -0.449
40 S 7.03 2.62 -1.33  -0.189
41 H 3.34 -2.55 -1.87  0.269
42 H 4.85 -1.55 -2.39  0.392
43 H 3.35 -0.68 -1.50  0.175
44 H 5.70 -2.58 -0.18  0.223
45 H 3.27 -1.73 1.70  0.263
46 H 4.42 -3.22 1.79  0.354
47 H 1.03 -3.89 2.57  0.408
48 H 0.41 -2.11 2.63  0.273
49 H -5.55 -0.52 -3.61  0.209
50 H -6.05 -4.72 -2.76  0.140
51 H -4.18 -6.26 -2.69  0.113
52 H -4.08 -5.70 -5.05  0.191
53 H 4.62 1.95 -0.80  0.305
54 H 5.27 1.12 -2.45  0.359
55 H 6.61 3.68 -2.18  0.158
56 F -5.53 -6.81 -6.00  -0.304
57 C -5.29 -6.77 -7.32  0.212
58 C -5.02 -5.55 -7.92  -0.183
59 C -4.76 -5.50 -9.29  -0.402
60 C -4.81 -6.67 -10.05  -0.435
61 C -5.09 -7.89 -9.43  -0.371
62 C -5.33 -7.94 -8.06  -0.461
63 H -5.00 -4.64 -7.32  0.466
64 H -4.54 -4.55 -9.77  0.358
65 H -4.61 -6.63 -11.12  0.353
66 H -5.13 -8.80 -10.03  0.349
67 H -5.55 -8.88 -7.57  0.397
68 F -8.42 -1.25 -1.25  -0.113
69 C -9.13 -0.80 -0.21  0.014
70 C -10.52 -0.94 -0.22  -0.448
71 C -11.26 -0.47 0.87  -0.453
72 C -10.61 0.15 1.94  -0.495
73 C -9.22 0.29 1.94  -0.465
74 C -8.48 -0.19 0.86  -0.046
75 H -11.00 -1.41 -1.06  0.414
76 H -12.34 -0.58 0.88  0.358
77 H -11.18 0.52 2.79  0.356
78 H -8.71 0.77 2.77  0.377
79 H -7.39 -0.10 0.84  0.540
80 F 6.69 -0.95 4.71  -0.309
81 C 7.42 -0.02 4.08  0.237
82 C 7.38 0.07 2.69  -0.203
83 C 8.14 1.04 2.04  -0.315
84 C 8.93 1.92 2.79  -0.649
85 C 8.97 1.82 4.18  -0.409
86 C 8.20 0.85 4.83  -0.409
87 H 6.77 -0.63 2.13  0.533
88 H 8.11 1.12 0.96  0.289
89 H 9.53 2.68 2.28  0.425
90 H 9.59 2.50 4.76  0.374
91 H 8.21 0.77 5.91  0.416
92 F 1.70 7.06 8.57  -0.312
93 C 1.04 6.47 7.57  0.171
94 C 0.30 5.32 7.83  -0.401
95 C -0.40 4.70 6.79  -0.492
96 C -0.34 5.24 5.50  0.544
97 C 0.41 6.38 5.25  -0.555
98 C 1.10 7.01 6.29  -0.355
99 H 0.27 4.92 8.84  0.401
100 H -0.99 3.81 6.99  0.380
101 H -0.88 4.75 4.69  -0.204
102 H 0.46 6.79 4.24  0.370
103 H 1.68 7.90 6.11  0.430
104 F 8.21 5.47 0.73  -0.317
105 C 7.74 5.99 1.86  0.315
106 C 6.43 6.45 1.92  -0.418
107 C 5.94 6.99 3.10  -0.362
108 C 6.77 7.08 4.22  -0.459
109 C 8.08 6.63 4.16  -0.398
110 C 8.57 6.07 2.98  -0.285
111 H 5.80 6.38 1.03  0.408
112 H 4.91 7.34 3.16  0.372
113 H 6.38 7.51 5.15  0.366
114 H 8.73 6.70 5.03  0.362
115 H 9.59 5.71 2.91  0.422
116 F 3.29 -2.95 -4.51  -0.264
117 C 1.98 -2.77 -4.77  0.396
118 C 1.14 -2.32 -3.77  -0.101
119 C -0.22 -2.13 -4.05  -0.366
120 C -0.71 -2.42 -5.32  -0.577
121 C 0.14 -2.88 -6.32  -0.496
122 C 1.50 -3.05 -6.05  -0.493
123 H 1.54 -2.11 -2.78  0.072
124 H -0.89 -1.77 -3.27  0.616
125 H -1.77 -2.27 -5.54  0.391
126 H -0.24 -3.10 -7.31  0.377
127 H 2.18 -3.40 -6.81  0.419

Properties
Lowest unoccupied orbital energy (hartree): -0.113
Kohn-Sham gap (eV): 5.671
2S+1: 1
Total energy (hartree): -6134.5890
Largest force on an atom (eV/A): 9.53
SMILES: C[C@H](COC(=O)CSC1=C(S(=O)(=O)C(F)(F)C(F)(F)C(F)(F)C(F)(F)F)C(=O)C(S)=C([PH2]=N)C1=O)OC(=O)CS.Fc1ccccc1.Fc1ccccc1.Fc1ccccc1.Fc1ccccc1.Fc1ccccc1.Fc1ccccc1